(1)
108
Properties=species:S:1:pos:R:3 method="wB97M-V/def2-TZVPD" homo_energy_ev=-9.1 homo_lumo_gap_ev=9.58 smiles=Fc1ccccc1.Fc1ccccc1.Fc1ccccc1.Fc1ccccc1.Fc1ccccc1.Fc1ccccc1.Fc1ccccc1.Fc1ccccc1.Fc1ccccc1
F -3.44448 -8.43764 17.97575
C -4.67884 -8.07297 18.35841
C -4.83651 -7.31581 19.53690
C -6.07979 -6.91458 19.88178
C -7.19294 -7.30581 19.12255
C -7.02193 -8.12900 18.00850
C -5.74967 -8.53547 17.63933
H -3.97861 -7.16621 20.20541
H -6.21104 -6.25325 20.72659
H -8.16125 -7.01458 19.46719
H -7.90938 -8.51953 17.50465
H -5.54921 -9.20076 16.79662
F -9.06025 -0.92917 28.52304
C -7.73626 -1.04455 28.26845
C -7.32034 -2.25921 27.81274
C -6.00546 -2.45957 27.47791
C -5.07691 -1.42481 27.67186
C -5.56957 -0.17986 28.05799
C -6.89697 0.00827 28.41990
H -8.04567 -2.99011 27.59194
H -5.70048 -3.42094 27.11053
H -3.96580 -1.58934 27.52196
H -4.85136 0.66072 28.08332
H -7.21946 0.95573 28.69109
F -3.30131 -5.85853 27.46215
C -3.10728 -5.13273 26.31016
C -1.86298 -4.52139 26.05757
C -1.69712 -3.79412 24.87751
C -2.75870 -3.73189 24.00307
C -4.01853 -4.36022 24.28119
C -4.19213 -5.05880 25.43908
H -1.11718 -4.59125 26.81038
H -0.79956 -3.18639 24.65739
H -2.73239 -3.20591 23.01741
H -4.81642 -4.39178 23.50995
H -5.19449 -5.42085 25.64752
F -9.11201 -7.13675 29.03517
C -9.25957 -6.24395 28.03561
C -10.22689 -5.23863 28.21655
C -10.36381 -4.27108 27.23393
C -9.58804 -4.20907 26.08940
C -8.54370 -5.18405 25.93897
C -8.40882 -6.18304 26.92668
H -10.85337 -5.34046 29.07556
H -11.21087 -3.62735 27.42285
H -9.77397 -3.48579 25.33187
H -7.92445 -5.22207 25.03075
H -7.51445 -6.82442 26.95291
F -10.59558 -8.53804 19.47565
C -10.60460 -7.72607 20.63587
C -11.76020 -6.91478 20.69447
C -11.87724 -5.96298 21.67852
C -10.85241 -5.82112 22.68667
C -9.70789 -6.62423 22.53035
C -9.53948 -7.53299 21.51958
H -12.60862 -7.15575 20.05374
H -12.70182 -5.32463 21.87762
H -10.92899 -5.19713 23.59304
H -8.99865 -6.55583 23.32886
H -8.72473 -8.25855 21.50498
F -8.39490 -0.05452 23.78797
C -9.61154 -0.63826 23.82731
C -10.03531 -1.43718 22.72115
C -11.29084 -1.93735 22.82766
C -12.15204 -1.71350 23.85107
C -11.72034 -1.01274 24.96927
C -10.43141 -0.45372 24.92334
H -9.42906 -1.51030 21.84795
H -11.70140 -2.54682 22.03521
H -13.06821 -2.23951 23.84928
H -12.35006 -0.86270 25.83647
H -10.06765 0.15461 25.71413
F -4.84009 -7.21190 13.04799
C -4.91753 -6.30846 14.03238
C -5.88062 -5.32397 13.90310
C -5.96021 -4.26073 14.75855
C -5.08048 -4.18622 15.79112
C -4.10990 -5.15637 15.96233
C -3.97313 -6.17042 15.01868
H -6.53475 -5.41724 13.01285
H -6.80533 -3.51799 14.54864
H -5.10791 -3.35311 16.52940
H -3.37919 -5.02362 16.74676
H -3.11800 -6.86227 15.01960
F -7.86077 -4.56785 21.30856
C -7.73981 -3.49024 20.53008
C -6.80140 -2.51690 20.73383
C -6.70594 -1.38816 19.87707
C -7.67826 -1.20262 18.93475
C -8.68600 -2.21060 18.74444
C -8.67858 -3.38610 19.43573
H -6.22317 -2.67812 21.62802
H -5.89469 -0.66784 19.95990
H -7.68374 -0.26209 18.33932
H -9.44952 -2.13349 17.98514
H -9.15086 -4.27955 19.07723
F -4.32362 -7.83577 22.60799
C -5.10540 -8.74308 23.17528
C -6.17635 -9.18067 22.38601
C -7.13499 -10.02379 22.97441
C -7.06125 -10.20003 24.30259
C -6.05713 -9.72894 25.14479
C -5.05594 -8.98057 24.52591
H -6.24988 -8.91814 21.35821
H -7.88447 -10.51210 22.31653
H -7.87318 -10.77752 24.69796
H -6.00741 -9.96648 26.15474
H -4.16699 -8.55000 25.02914

***

(2)
119
Properties=species:S:1:pos:R:3 method="wB97M-V/def2-TZVPD" multiplicity=3 homo_energy_ev="-5.2 / -7.3" homo_lumo_gap_ev="5.59 / 7.62"
Ti 0.01913 0.10529 -0.04598
I 7.18638 -1.07349 -2.73280
C 5.41703 -0.33652 -1.91205
C 4.85448 0.82376 -2.41939
C 3.64372 1.27222 -1.90878
I 2.87672 3.10193 -2.54224
C 2.95256 0.54974 -0.92597
O 1.76681 0.87598 -0.51376
C 3.62284 -0.53414 -0.32658
C 3.12499 -1.00432 1.01388
N 1.68577 -1.23481 1.17270
C 1.31355 -2.60864 0.91505
C 1.11045 -2.81189 -0.55997
C 1.52482 -3.96081 -1.21246
C 1.22611 -4.12060 -2.55553
C 0.49081 -3.14096 -3.20212
C 0.11786 -2.02084 -2.47884
N 0.45042 -1.83368 -1.20190
C 4.82021 -0.99309 -0.84109
H 5.34853 1.38119 -3.20237
H 3.38787 -0.22389 1.72917
H 3.68530 -1.90437 1.30041
H 1.40366 -0.89655 2.08739
H 0.36768 -2.81238 1.41512
H 2.05323 -3.32918 1.29017
H 2.06331 -4.71816 -0.65966
H 1.55273 -5.00491 -3.08759
H 0.21859 -3.21928 -4.24442
H -0.49396 -1.25255 -2.92407
H 5.30865 -1.84329 -0.37984
C -1.44489 2.72061 -3.59516
O -1.45770 3.33345 -2.30260
C -0.77423 2.49701 -1.47463
N -0.45414 1.34206 -1.95630
C -0.93229 1.28642 -3.34550
C 0.08915 0.87305 -4.38340
C -0.26687 0.92459 -5.72958
C 0.63135 0.54721 -6.71448
C 1.90309 0.10931 -6.36546
C 2.26334 0.05605 -5.02856
C 1.35874 0.43723 -4.04731
C -0.56716 2.99927 -0.13852
C -0.85368 4.34444 0.07529
C -0.71708 4.90379 1.32742
C -0.17914 4.07105 2.32461
C 0.11992 2.75569 2.06580
N -0.15770 2.12004 0.86698
C 0.84401 2.05116 3.13413
N 1.40963 0.91327 3.08599
C 2.04035 0.66983 4.39307
C 1.60864 1.88246 5.23759
O 0.92805 2.73786 4.31208
C 3.53474 0.52282 4.23581
C 4.18620 -0.62324 4.66459
C 5.55230 -0.77644 4.46021
C 6.27260 0.21927 3.82169
C 5.62680 1.37459 3.39530
C 4.26710 1.52537 3.60350
H -0.76566 3.28216 -4.24100
H -2.45621 2.76752 -3.99920
H -1.75097 0.56221 -3.39708
H -1.25605 1.26478 -6.01709
H 0.34127 0.59775 -7.75558
H 2.60775 -0.18245 -7.13276
H 3.25395 -0.27172 -4.73772
H 1.64407 0.40630 -3.00730
H -1.18027 4.93964 -0.76410
H -0.92592 5.94622 1.51501
H 0.05303 4.46989 3.30014
H 1.64177 -0.25913 4.81246
H 2.45014 2.43112 5.66176
H 0.90993 1.61893 6.03250
H 3.61922 -1.41074 5.14730
H 6.04981 -1.67827 4.79181
H 7.33347 0.09739 3.64937
H 6.18364 2.15050 2.88714
H 3.76138 2.41284 3.24083
C -4.70122 -0.27745 -3.47332
N -4.39519 0.64186 -2.38653
C -5.11689 1.78498 -2.25211
C -4.88849 2.65079 -1.24732
C -3.85910 2.27557 -0.32174
N -3.13502 1.18949 -0.45693
C -3.34073 0.34910 -1.50108
O -2.63371 -0.62724 -1.72118
N -3.63427 3.04673 0.76616
H -5.70176 -0.69086 -3.34508
H -3.97118 -1.07983 -3.44757
H -4.64115 0.23923 -4.43197
H -5.88066 1.95043 -3.00092
H -5.45368 3.56229 -1.14315
H -3.89986 4.01592 0.73899
H -2.79571 2.83398 1.28753
O -1.15570 -0.87388 1.00252
C -2.08093 -1.72427 1.61690
C -3.52079 -1.23288 1.47354
C -4.50345 -1.63580 0.61971
C -5.70725 -0.89791 0.76955
C -5.62005 0.03537 1.75853
S -4.09964 -0.00118 2.52435
C -1.97639 -3.10479 0.96574
C -2.03211 -3.32450 -0.38076
C -1.87420 -4.68769 -0.73862
C -1.69752 -5.48847 0.34708
S -1.71374 -4.59113 1.79844
C -1.80303 -1.71040 3.12285
C -1.19580 -0.66027 3.74231
C -1.26257 -0.72161 5.16059
C -1.94890 -1.81164 5.59296
S -2.51395 -2.76272 4.29073
H -4.37317 -2.42613 -0.10190
H -6.59886 -1.07038 0.18420
H -6.38343 0.71626 2.09585
H -2.16749 -2.51624 -1.08287
H -1.88409 -5.04963 -1.75631
H -1.55363 -6.55516 0.37538
H -0.75155 0.13745 3.17216
H -0.83717 0.01812 5.82137
H -2.14174 -2.12040 6.60634

***

In eV/A, the strongest force on any atom values for the records above are, in order, 3.33, 0.95.
In eV, the DFT total energy values for the records above are, in order, -81182.51082, -150729.69269.
In kcal per mole, the relative energy (zero: lowest compared OMol25 entry of this formula, charge and spin) values for the records above are, in order, 60.5, 0.0.